ORCA calculation (ωB97M-V with the def2-TZVPD basis set) on a cluster of 18 separate species, C92H226Cl8N14 in total in a non-equilibrium geometry.

Geometry as XYZ:
```
340
Properties=species:S:1:pos:R:3:forces:R:3
C 1.119 -0.549 -4.407 -0.05 1.56 -1.24
C 2.223 -1.210 -3.644 0.37 -0.60 2.16
N 2.566 -2.587 -3.977 0.45 -0.68 0.23
C 1.627 -3.697 -3.647 1.55 0.96 2.17
C 1.173 -3.706 -2.153 1.33 -1.42 -0.56
C 2.976 -2.800 -5.335 1.13 -1.29 -0.72
C 4.127 -1.901 -5.872 0.67 -0.30 -0.04
H 1.052 0.538 -4.217 0.32 -0.28 0.32
H 0.143 -0.900 -4.154 -0.71 -0.68 0.03
H 1.252 -0.556 -5.507 -0.04 -0.44 0.47
H 3.151 -0.600 -3.640 -0.48 -0.39 -0.29
H 1.945 -1.277 -2.550 0.17 0.45 -0.98
H 0.770 -3.591 -4.269 -1.05 -0.36 -0.69
H 2.155 -4.680 -3.819 -0.57 1.08 -0.16
H 0.304 -4.328 -2.148 -0.55 -0.91 0.31
H 1.928 -4.093 -1.404 -0.65 0.30 -1.09
H 0.802 -2.808 -1.762 -0.32 1.75 0.26
H 2.081 -2.858 -5.979 0.20 0.50 -0.47
H 3.333 -3.877 -5.340 -0.03 1.18 -0.23
H 3.897 -0.851 -6.012 -0.50 0.34 0.53
H 4.434 -2.139 -6.923 -0.18 -0.53 1.01
H 5.034 -1.941 -5.184 -1.14 -0.13 -0.90
C -0.021 8.550 -1.028 0.01 0.84 1.29
C 0.950 7.961 -2.008 1.61 -0.67 0.43
N 1.736 8.959 -2.739 -1.20 -0.08 -0.98
C 3.043 8.559 -3.166 0.78 -0.34 0.02
C 3.990 8.539 -1.999 0.94 -1.45 0.26
C 0.961 9.568 -3.830 1.71 0.31 0.59
C 1.342 11.016 -4.029 0.32 0.30 0.16
H -0.951 8.999 -1.375 0.00 -0.16 -0.55
H 0.443 9.334 -0.391 0.04 -0.44 -0.51
H -0.282 7.760 -0.339 -0.40 -0.27 0.22
H 1.700 7.400 -1.400 -0.54 0.31 -0.25
H 0.453 7.154 -2.585 0.36 0.60 -0.36
H 3.110 7.534 -3.631 -0.37 0.70 0.07
H 3.426 9.268 -3.912 -0.28 -0.15 0.03
H 4.937 8.085 -2.342 -0.05 0.50 0.19
H 4.164 9.465 -1.454 -0.16 0.13 -0.32
H 3.623 7.789 -1.294 0.05 0.23 0.29
H -0.015 9.515 -3.468 -2.03 -0.09 -0.04
H 1.089 9.077 -4.804 -0.23 -0.38 0.21
H 2.406 11.023 -4.351 -0.77 0.47 -0.13
H 1.287 11.598 -3.075 -0.18 -0.44 -0.83
H 0.642 11.398 -4.801 0.76 0.31 0.37
C -3.266 -2.639 6.203 -1.28 -0.11 -1.30
C -1.881 -3.125 6.631 -0.23 1.16 0.35
N -1.858 -4.538 6.825 0.02 -0.12 -0.01
C -0.818 -5.125 7.677 -0.27 -0.40 -1.63
C -1.448 -6.007 8.707 -0.06 1.68 1.80
C -2.187 -5.307 5.632 2.31 -0.82 1.39
C -1.277 -5.159 4.448 1.27 0.00 -0.47
H -3.438 -2.621 5.072 0.41 -0.17 1.34
H -3.585 -1.634 6.545 0.61 -0.46 0.01
H -3.997 -3.360 6.612 0.14 0.39 -0.13
H -1.140 -2.725 5.925 0.21 -0.10 0.03
H -1.683 -2.670 7.602 0.23 0.09 0.06
H -0.173 -5.679 6.997 0.48 -0.35 0.15
H -0.179 -4.408 8.147 0.15 0.87 0.22
H -2.217 -5.376 9.179 -0.14 -0.32 -0.21
H -1.921 -6.866 8.310 -0.25 -1.02 -0.25
H -0.778 -6.180 9.560 0.12 -0.67 -0.47
H -3.173 -5.109 5.433 -2.45 0.35 -0.92
H -2.091 -6.341 5.933 -0.44 -0.50 0.13
H -1.195 -4.122 4.109 0.08 -0.14 -0.09
H -1.566 -5.789 3.609 -0.48 0.10 -0.14
H -0.262 -5.560 4.675 -0.44 0.61 0.10
C 7.892 2.954 3.803 1.08 1.01 0.21
C 8.629 3.288 2.503 -0.43 1.07 0.70
N 7.704 3.316 1.376 -0.44 -1.15 0.65
C 7.261 1.908 1.156 1.46 1.04 -0.85
C 6.307 1.779 -0.025 0.27 -1.42 0.01
C 8.244 3.944 0.193 -1.72 -1.31 -1.40
C 9.314 3.166 -0.510 2.76 -0.22 -0.37
H 8.533 3.255 4.664 -0.38 -0.61 -0.49
H 7.545 1.943 3.894 -0.15 -0.45 0.21
H 7.097 3.685 3.791 -0.73 -0.14 0.31
H 8.943 4.317 2.742 0.33 -0.19 -0.73
H 9.502 2.663 2.325 0.25 -0.20 -0.03
H 6.795 1.583 2.052 -0.77 -0.24 0.72
H 8.200 1.259 1.116 -1.02 0.37 -0.55
H 6.158 0.660 -0.176 0.05 1.44 -0.36
H 6.599 2.337 -0.922 0.45 -0.82 0.00
H 5.351 2.232 0.170 -0.58 0.02 0.62
H 7.399 4.087 -0.562 0.88 -0.06 0.99
H 8.565 4.912 0.426 0.59 1.52 0.57
H 9.026 2.162 -0.827 -0.18 0.02 0.27
H 9.578 3.674 -1.455 0.00 -0.04 0.38
H 10.322 3.058 0.075 -1.86 0.24 -0.83
C 3.023 -6.528 -6.874 0.12 -0.54 -1.33
C 3.255 -7.737 -6.010 1.48 0.98 0.72
N 3.619 -8.933 -6.717 -0.35 -0.40 -0.45
C 2.489 -9.832 -6.910 0.05 0.23 -0.38
C 1.908 -10.332 -5.581 -0.81 0.57 -0.60
C 4.878 -9.550 -6.282 -0.61 0.08 -1.27
C 6.025 -8.715 -6.770 1.52 2.32 0.02
H 2.296 -6.809 -7.594 -0.85 -0.17 -1.02
H 3.918 -6.276 -7.458 -0.08 0.06 0.32
H 2.609 -5.663 -6.407 0.01 0.56 0.78
H 4.144 -7.453 -5.456 -0.02 -0.12 0.85
H 2.440 -7.869 -5.310 -0.24 -0.10 0.27
H 1.745 -9.295 -7.513 -0.12 0.07 0.35
H 2.820 -10.586 -7.608 0.15 -0.75 0.13
H 1.289 -9.515 -5.190 0.02 -0.35 0.20
H 1.292 -11.232 -5.584 0.07 0.02 -0.39
H 2.716 -10.480 -4.907 0.67 -0.28 0.75
H 4.935 -10.544 -6.733 -0.10 -0.03 0.10
H 4.956 -9.659 -5.212 -0.04 -0.12 0.71
H 5.903 -7.641 -6.346 0.27 -1.62 -0.72
H 6.122 -8.571 -7.899 -0.34 -0.55 1.49
H 7.009 -9.057 -6.346 -0.85 0.13 -0.52
C -1.325 6.916 2.340 -0.76 0.32 1.32
C 0.082 6.393 2.184 1.40 -2.38 -0.14
N 0.491 5.089 2.901 -1.57 0.78 0.83
C 0.023 5.018 4.319 1.60 -0.03 -0.46
C 0.640 6.079 5.234 -1.26 -1.19 0.68
C -0.008 3.913 2.157 0.12 -0.24 -0.81
C -0.232 2.616 2.968 -0.07 -0.43 -1.18
H -1.710 7.094 3.395 0.76 -0.87 -0.88
H -2.093 6.339 1.803 0.28 0.30 0.06
H -1.293 7.949 2.031 -0.25 0.32 -0.86
H 0.348 6.168 1.109 -0.58 0.30 0.87
H 0.846 7.101 2.457 -0.06 0.55 0.40
H -1.061 4.988 4.466 -0.23 0.22 -0.26
H 0.381 4.038 4.661 -0.03 0.36 0.16
H 0.284 5.781 6.258 0.71 0.51 -0.66
H 1.714 6.168 5.176 0.36 -0.28 0.03
H 0.220 7.033 5.027 -0.33 0.99 -0.16
H 0.848 3.660 1.464 -1.26 0.31 -0.04
H -0.963 4.184 1.609 0.98 -0.42 0.27
H -0.824 2.758 3.863 0.11 -0.11 0.22
H 0.745 2.145 3.135 -0.28 0.26 0.50
H -0.793 1.853 2.376 0.32 0.73 0.02
C -9.773 3.528 -1.103 -0.20 0.35 0.06
C -8.228 3.437 -0.841 -0.87 0.19 -0.96
N -7.470 3.249 -2.101 0.27 -1.08 -0.61
C -6.302 4.121 -2.310 0.07 -0.80 1.95
C -5.224 3.883 -1.191 -0.11 0.62 -0.63
C -7.117 1.833 -2.417 -2.58 -0.43 1.08
C -7.020 1.526 -3.885 -0.12 1.63 -0.23
H -10.129 2.645 -1.625 0.03 -0.59 0.32
H -10.172 4.316 -1.808 1.08 -0.22 0.95
H -10.292 3.629 -0.115 0.25 -0.14 -0.87
H -7.941 4.372 -0.372 0.30 0.22 0.01
H -8.062 2.649 -0.077 0.14 0.17 -0.47
H -5.843 3.916 -3.304 -0.56 0.49 0.59
H -6.676 5.138 -2.157 0.29 0.09 -0.68
H -4.760 2.900 -1.270 -0.20 -0.05 0.17
H -4.420 4.600 -1.379 0.08 0.07 0.28
H -5.631 4.053 -0.170 0.22 -0.20 -0.71
H -7.948 1.186 -1.990 0.85 0.76 -0.32
H -6.222 1.517 -1.928 0.85 -0.23 0.64
H -6.100 1.925 -4.257 0.72 0.58 -0.46
H -7.827 2.070 -4.392 0.05 -0.53 -0.14
H -6.928 0.500 -4.158 -0.52 -1.00 0.12
C -1.614 2.799 -5.173 -0.44 -1.03 1.29
C -2.168 3.575 -3.955 -0.69 0.78 -2.57
N -1.447 4.836 -3.926 0.64 1.18 0.51
C -1.570 5.513 -2.638 -1.07 -0.72 -0.28
C -0.777 4.781 -1.594 0.89 1.62 1.70
C -1.715 5.764 -5.051 0.88 -0.58 1.04
C -0.578 6.735 -5.330 -0.35 -0.18 -1.22
H -2.077 1.830 -5.315 -0.47 -0.22 0.05
H -0.563 2.583 -5.150 0.75 0.23 0.36
H -1.810 3.370 -6.043 -0.19 0.32 -0.89
H -3.262 3.743 -4.232 0.73 -0.09 0.68
H -2.128 3.118 -2.984 0.20 -0.47 0.12
H -2.622 5.584 -2.337 -0.38 -0.28 0.12
H -1.338 6.555 -2.765 0.70 0.27 0.14
H 0.261 4.743 -1.854 0.72 -0.04 -0.48
H -1.042 3.790 -1.342 -0.77 -1.19 -0.24
H -0.749 5.264 -0.590 -0.40 0.16 -0.66
H -1.698 5.140 -5.887 -0.80 -0.73 -1.50
H -2.664 6.237 -4.887 -0.79 0.45 -0.23
H -0.492 7.427 -4.526 0.47 0.68 0.36
H 0.306 6.122 -5.462 0.47 0.07 0.37
H -0.663 7.277 -6.323 -0.39 -0.46 1.26
C 3.192 -1.731 7.208 0.03 2.49 -2.11
C 1.756 -1.317 6.853 0.22 0.94 1.03
N 1.623 -0.128 5.992 0.54 -1.38 -1.35
C 0.589 -0.240 4.992 -1.32 -0.60 -0.18
C 0.723 -1.411 4.003 -0.15 0.15 0.54
C 1.629 1.184 6.564 -0.03 -0.10 1.39
C 0.465 1.456 7.524 1.35 1.67 1.35
H 3.186 -2.464 7.963 0.18 -0.89 0.97
H 3.657 -0.765 7.553 0.14 -1.21 -0.13
H 3.703 -2.083 6.277 -0.21 0.20 0.95
H 1.234 -2.155 6.449 -0.43 -0.41 -0.72
H 1.257 -1.126 7.805 -0.27 0.07 0.27
H -0.464 -0.283 5.416 0.76 -0.03 -0.06
H 0.607 0.696 4.455 0.04 0.11 -0.35
H 1.756 -1.633 3.799 0.55 0.15 -0.40
H 0.294 -2.348 4.330 -0.12 -0.25 0.64
H 0.159 -1.229 3.098 0.12 0.46 -0.42
H 1.582 1.979 5.793 0.24 -0.66 -0.01
H 2.575 1.325 7.134 -0.50 0.09 -0.30
H 0.620 0.998 8.519 0.03 0.12 -0.47
H -0.516 1.166 7.208 -0.45 0.09 -0.56
H 0.570 2.573 7.683 -0.80 -1.07 0.10
C 2.238 -8.095 -0.239 0.32 0.10 -2.19
C 1.052 -7.169 -0.422 -0.81 -0.51 -0.56
N -0.259 -7.904 -0.305 2.14 1.72 0.69
C -0.860 -8.211 -1.555 -0.02 -0.48 -0.84
C -1.961 -9.201 -1.306 0.15 -1.27 0.55
C -1.086 -7.247 0.702 -2.08 -0.14 -0.65
C -1.918 -5.993 0.224 -1.17 -1.87 -0.08
H 2.543 -8.716 -1.154 -0.92 0.58 1.35
H 2.028 -8.649 0.622 -0.17 -1.48 1.05
H 3.119 -7.542 -0.013 0.81 0.75 0.14
H 1.011 -6.441 0.361 0.45 0.41 0.67
H 1.157 -6.546 -1.319 -0.29 -0.32 -0.30
H -1.167 -7.366 -2.161 -0.47 0.78 0.04
H -0.114 -8.671 -2.231 -0.05 -0.13 0.59
H -2.865 -8.841 -0.774 0.58 0.01 -0.43
H -2.228 -9.715 -2.221 -0.40 0.03 -0.20
H -1.453 -9.962 -0.664 -0.74 0.33 -0.30
H -0.478 -6.997 1.535 0.81 0.43 0.64
H -1.766 -7.996 1.147 -0.10 0.24 -0.42
H -1.289 -5.214 -0.136 0.50 0.99 0.23
H -2.741 -5.694 0.921 1.20 0.11 -0.06
H -2.520 -6.266 -0.659 0.29 -0.22 0.07
C -4.766 -2.912 -0.365 0.52 -0.42 0.68
C -5.556 -3.832 -1.300 -1.09 0.43 -0.53
N -6.488 -3.085 -2.245 0.67 -0.45 1.14
C -7.337 -2.180 -1.468 0.26 0.33 -1.54
C -8.318 -2.830 -0.568 0.10 -0.05 1.14
C -7.282 -3.988 -3.105 0.80 -0.62 0.07
C -7.833 -3.295 -4.389 1.32 -0.56 0.18
H -5.359 -2.440 0.464 0.41 -0.28 -1.03
H -4.194 -2.194 -0.949 -0.31 0.54 -0.06
H -3.947 -3.461 0.155 -0.68 -0.11 -0.31
H -4.885 -4.431 -1.915 -0.01 0.07 0.09
H -6.165 -4.512 -0.698 0.08 -0.30 0.12
H -6.737 -1.474 -0.918 0.43 0.27 0.08
H -7.849 -1.604 -2.243 -0.29 0.27 0.22
H -7.864 -3.470 0.199 0.05 0.43 0.10
H -8.925 -2.055 -0.117 -0.23 -0.01 0.37
H -8.942 -3.480 -1.110 -1.09 -0.71 -0.72
H -8.028 -4.672 -2.539 0.71 1.31 -0.88
H -6.524 -4.702 -3.445 -0.13 -0.15 -0.14
H -8.708 -2.746 -4.235 -1.59 0.84 0.55
H -8.081 -4.050 -5.135 0.12 -0.04 -0.01
H -7.135 -2.554 -4.847 -0.10 -0.77 0.49
C -8.077 -0.307 2.209 0.85 1.30 -0.31
C -7.331 0.772 3.019 1.17 -1.94 -1.51
N -6.100 1.106 2.308 -0.67 2.37 0.64
C -5.447 2.087 3.142 -0.44 0.51 1.20
C -4.178 2.724 2.651 0.16 0.04 -0.70
C -5.261 0.044 1.882 2.10 1.02 0.21
C -4.644 -0.776 3.002 -1.60 0.46 0.43
H -7.600 -1.276 2.326 -0.05 -0.10 -0.22
H -8.145 0.012 1.133 0.16 -0.43 0.96
H -9.045 -0.332 2.613 -1.58 -0.47 0.36
H -7.872 1.678 3.110 -0.81 0.77 0.05
H -7.069 0.428 4.029 -0.35 -0.19 0.20
H -5.240 1.622 4.123 0.01 0.10 0.15
H -6.176 2.939 3.389 0.81 -1.17 -0.50
H -3.852 3.333 3.488 0.53 0.14 0.01
H -4.482 3.411 1.856 0.56 -0.11 -0.24
H -3.357 2.034 2.306 -0.86 0.67 0.41
H -5.822 -0.412 1.134 -0.79 -1.85 -0.98
H -4.438 0.485 1.304 -0.12 0.20 0.05
H -4.009 -1.570 2.732 0.41 -1.27 -0.67
H -4.056 -0.194 3.677 0.56 0.89 0.22
H -5.472 -1.085 3.631 -0.04 -0.80 0.19
C 3.685 -1.494 0.717 -1.29 0.75 1.77
C 4.748 -2.462 1.013 1.13 -1.78 -1.27
N 5.141 -2.499 2.354 1.10 0.60 2.44
C 5.841 -3.720 2.743 -0.91 0.42 -0.30
C 4.990 -4.836 3.279 -1.38 -0.53 -0.36
C 5.806 -1.281 2.843 -0.70 -0.06 -0.97
C 5.825 -1.186 4.348 1.75 -2.11 0.60
H 3.103 -1.848 -0.118 -0.73 0.14 0.01
H 4.092 -0.558 0.484 0.74 1.54 -0.87
H 3.159 -1.214 1.700 -0.11 -1.00 -1.51
H 4.390 -3.481 0.867 -0.25 -0.11 -0.59
H 5.615 -2.345 0.290 -0.46 -0.01 0.48
H 6.410 -4.187 1.931 0.22 0.51 -0.28
H 6.506 -3.529 3.552 0.87 0.52 0.31
H 4.162 -5.150 2.609 0.52 0.24 0.07
H 5.744 -5.603 3.243 -0.24 -1.15 0.73
H 4.502 -4.710 4.269 0.76 0.16 -0.45
H 5.162 -0.413 2.587 0.43 -0.42 -0.52
H 6.807 -1.156 2.315 -0.72 0.06 0.83
H 4.832 -1.134 4.790 0.01 -0.21 -0.16
H 6.332 -0.280 4.543 0.61 1.11 0.67
H 6.478 -2.017 4.849 -1.39 1.41 -0.73
C -2.968 0.684 -1.709 -0.22 -2.32 -1.68
C -1.650 -0.079 -1.577 -0.02 -0.68 0.20
N -1.130 0.078 -0.214 -1.20 -0.17 -0.44
C 0.295 0.098 -0.070 1.48 -0.76 0.70
C 0.964 1.365 -0.577 -0.25 0.65 1.86
C -1.817 -0.756 0.768 1.27 1.32 2.62
C -1.327 -2.168 0.948 -0.13 -0.94 0.22
H -2.765 1.637 -1.340 -0.20 1.78 0.55
H -3.803 0.182 -1.194 0.34 0.35 0.11
H -3.250 0.682 -2.792 0.11 0.41 0.75
H -1.803 -1.159 -1.868 0.25 0.64 0.20
H -0.915 0.334 -2.278 -0.11 -0.01 0.10
H 0.575 0.098 1.004 -0.57 -0.38 -0.29
H 0.768 -0.822 -0.493 -0.05 0.46 0.11
H 1.086 1.386 -1.627 0.27 0.33 -1.10
H 0.335 2.165 -0.191 -0.54 0.31 -0.68
H 1.871 1.659 -0.003 0.08 -0.94 -0.75
H -2.904 -0.731 0.720 0.09 0.15 -0.57
H -1.560 -0.258 1.751 -0.57 -0.17 -0.63
H -1.816 -2.700 1.826 0.40 0.61 -1.20
H -0.245 -2.251 1.081 -0.08 0.24 0.17
H -1.532 -2.652 0.010 -0.24 -0.97 -0.30
Cl 3.446 7.698 2.013 0.28 0.08 -0.07
C 3.846 5.983 2.231 -0.47 -1.52 -1.12
C 5.235 5.524 1.704 -0.95 0.18 -0.38
Cl 6.502 6.266 2.733 -0.02 -0.18 -0.26
H 3.024 5.385 1.697 1.18 0.81 0.76
H 3.784 5.743 3.296 -0.07 0.25 -0.23
H 5.439 5.772 0.620 -0.32 -0.19 1.33
H 5.248 4.420 1.840 0.41 0.76 -0.24
Cl 4.727 4.609 -2.113 0.42 0.20 -0.11
C 3.057 4.050 -2.460 1.01 -0.34 2.68
C 2.567 4.536 -3.724 -1.58 -1.23 -1.48
Cl 3.395 3.769 -5.100 0.09 -0.23 -0.26
H 2.526 4.415 -1.584 -0.51 0.26 -0.29
H 3.123 2.996 -2.310 -0.22 -0.87 -0.43
H 2.780 5.547 -3.802 0.08 1.97 -0.24
H 1.480 4.351 -3.859 0.58 0.15 0.19
Cl 4.931 3.197 6.308 -0.03 -0.03 0.15
C 4.441 2.118 4.981 0.96 -2.33 0.27
C 3.842 2.947 3.907 1.53 1.34 -0.08
Cl 3.400 1.958 2.531 -0.01 -0.25 -0.62
H 3.740 1.313 5.391 0.96 1.20 -0.72
H 5.367 1.606 4.590 -0.94 0.55 0.58
H 4.554 3.799 3.624 -0.98 -1.46 0.21
H 2.973 3.372 4.315 -1.43 0.85 0.16
Cl -4.913 -0.649 -6.129 1.03 -1.11 0.85
C -3.728 -1.600 -5.024 -1.10 0.69 0.65
C -4.133 -3.023 -4.791 0.85 -1.35 -0.96
Cl -2.934 -3.837 -3.654 -0.20 0.61 -0.51
H -3.740 -1.052 -4.058 0.23 -0.27 -0.80
H -2.771 -1.656 -5.489 0.69 0.73 -0.39
H -4.100 -3.649 -5.708 -0.02 0.60 0.52
H -5.057 -3.152 -4.314 -1.26 0.10 0.66
```
Forces are in eV/Å.

gap between HOMO and LUMO	8.522	eV
calculated total energy	-8088.570656	Eh
HOMO level	-0.29758	Ha
molecular weight	1812.542	g/mol
net charge	0